Formula: C6H9NO
Source: the Open Molecules 2025 dataset
Level of theory: the ωB97M-V functional and the def2-TZVPD basis

Geometry as XYZ:
```
17
C6H9NO | the Open Molecules 2025 dataset | the ωB97M-V functional and the def2-TZVPD basis
C -1.15 1.52 0.67
C -0.22 0.36 0.54
C 1.51 -0.35 -0.06
C 0.74 -1.76 0.63
C -0.41 -1.19 1.04
C 0.35 0.32 -0.85
H -2.05 1.68 -0.10
H -1.48 1.61 1.65
H -0.23 2.36 0.55
H 2.47 -0.47 -0.43
H 1.21 -2.76 1.00
H -1.20 -1.72 1.80
H 0.88 1.24 -0.93
H 0.04 -0.77 -2.74
H -1.39 -0.19 -2.05
N -0.29 -0.48 -1.81
O 1.22 0.61 1.11
```

For the HOMO-LUMO gap, the calculation gives 9.897 eV. The calculation puts the energy above the lowest of the compared OMol25 structures with the same formula, charge and spin at 137.9 kcal per mole.

Formally, the natural (NBO) partial charges of the atoms, in units of the elementary charge, are as follows:
1 C -0.641
2 C 0.235
3 C 0.097
4 C -0.214
5 C -0.239
6 C -0.128
7 H 0.234
8 H 0.214
9 H 0.238
10 H 0.189
11 H 0.229
12 H 0.239
13 H 0.201
14 H 0.393
15 H 0.363
16 N -0.861
17 O -0.549